1.
ORCA calculation (ωB97M-V/def2-TZVPD) on an isolated ion of composition C3H4N3 and charge +1.

## Properties
- net charge = +1
- Kohn-Sham gap (Ha) = 0.2885
- LUMO (eV) = -4.352

Last column: Mulliken charge in e.
CARTESIAN COORDINATES (ANGSTROEM)
C1 -0.694 -0.962 -0.100  -0.28
C2 1.403 -0.049 0.118  0.44
C3 -1.780 1.231 0.048  0.04
N1 -1.320 0.162 0.234  -0.12
N2 0.718 -1.131 0.094  -0.11
N3 1.755 1.098 0.076  -0.29
H1 -1.176 -1.990 0.062  0.27
H2 -2.177 2.217 0.083  0.38
H3 1.134 -2.121 0.119  0.34
H4 2.137 1.546 -0.735  0.33



2.
ORCA calculation (ωB97M-V/def2-TZVPD) on an isolated ion of composition C3H4N3 and charge +1.

## Properties
- net charge = +1
- Kohn-Sham gap (alpha / beta) (Ha) = 0.3061 / 0.3061
- LUMO (alpha / beta) (eV) = -6.362 / -6.363

Last column: Mulliken charge in e.
CARTESIAN COORDINATES (ANGSTROEM)
C1 0.774 -1.213 -1.444  -0.01
C2 2.336 0.084 -0.214  0.11
C3 -1.618 0.362 0.679  -0.57
N1 1.863 -0.753 -0.867  0.05
N2 -0.205 -0.694 -0.891  0.36
N3 -0.651 0.238 -0.321  -0.27
H1 3.107 0.657 0.235  0.41
H2 -1.821 -0.573 1.210  0.35
H3 -1.248 1.125 1.371  0.29
H4 -2.538 0.766 0.241  0.28



3.
ORCA calculation (ωB97M-V/def2-TZVPD) on an isolated ion of composition C3H4N3 and charge +1.

## Properties
- net charge = +1
- Kohn-Sham gap (alpha / beta) (Ha) = 0.2825 / 0.2879
- LUMO (alpha / beta) (eV) = -7.433 / -7.210

Last column: Mulliken charge in e.
CARTESIAN COORDINATES (ANGSTROEM)
C1 -0.519 -0.786 0.126  0.23
C2 -1.897 -1.006 0.250  0.06
C3 1.687 0.408 -0.010  -0.72
N1 -2.376 0.091 -0.107  -0.13
N2 -0.447 1.237 -0.241  -0.52
N3 0.272 0.273 0.009  0.66
H1 -2.566 -1.907 0.171  0.37
H2 1.919 0.335 1.092  0.35
H3 1.809 1.447 -0.435  0.35
H4 2.119 -0.094 -0.855  0.36



Which of them is least stable? Easy: 3.



1.
ORCA calculation (ωB97M-V/def2-TZVPD) on a 2-piece molecular cluster, C5H11NS overall.

## Properties
- Kohn-Sham gap (alpha / beta) (Ha) = 0.3009 / 0.2955
- LUMO (alpha / beta) (eV) = -0.059 / -0.274

Last column: Mulliken charge in e.
CARTESIAN COORDINATES (ANGSTROEM)
C1 -3.054 -1.139 0.216  -0.49
C2 -2.875 0.290 -0.228  -0.29
C3 2.737 -0.115 0.773  -1.07
C4 1.913 0.915 0.138  -0.38
C5 0.995 0.254 -1.002  -0.57
N1 0.153 -0.736 -0.554  -0.32
S1 -2.042 -0.035 1.287  -0.14
H1 -4.068 -1.453 0.629  0.27
H2 -2.430 -2.080 -0.127  0.25
H3 -2.183 0.574 -1.109  0.18
H4 -3.807 0.973 -0.062  0.25
H5 2.014 -0.966 1.045  0.28
H6 3.327 -0.539 -0.006  0.31
H7 3.304 0.245 1.671  0.31
H8 2.495 1.743 -0.282  0.31
H9 1.256 1.407 0.763  0.34
H10 0.568 0.989 -1.608  0.39
H11 1.697 -0.326 -1.545  0.36



2.
ORCA calculation (ωB97M-V/def2-TZVPD) on an isolated molecule of C5H11NS.

## Properties
- SMILES = CNC[C@@H]1C[C@H]1S
- Kohn-Sham gap (Ha) = 0.3390
- LUMO (eV) = 0.915

Last column: Mulliken charge in e.
CARTESIAN COORDINATES (ANGSTROEM)
C1 2.143 0.649 -0.108  -0.74
N1 1.853 -0.834 -0.140  -0.40
C2 0.511 -1.235 0.269  -0.79
C3 -0.613 -0.320 -0.337  0.25
C4 -0.853 0.968 0.350  -0.75
C5 -1.834 -0.158 0.536  -0.28
S1 -3.428 -0.270 -0.146  -0.26
H1 2.208 0.914 0.947  0.25
H2 3.066 0.818 -0.647  0.36
H3 1.207 1.259 -0.576  0.19
H4 2.020 -1.063 -1.090  0.30
H5 0.278 -2.270 0.046  0.36
H6 0.425 -1.199 1.334  0.32
H7 -0.664 -0.283 -1.453  0.23
H8 -1.058 1.722 -0.381  0.35
H9 -0.238 1.368 1.171  0.24
H10 -1.730 -0.650 1.486  0.26
H11 -3.296 0.584 -1.263  0.11



Which of them is least stable? Easy: 1.



1.
ORCA calculation (ωB97M-V/def2-TZVPD) on a 2-piece molecular cluster, C5H16N3 overall.

## Properties
- net charge = +1
- Kohn-Sham gap (Ha) = 0.3967
- LUMO (eV) = -3.606

Last column: Mulliken charge in e.
CARTESIAN COORDINATES (ANGSTROEM)
C1 0.187 1.957 -1.036  -0.83
C2 -1.534 1.201 0.378  0.50
N1 -1.060 1.305 -0.882  -0.07
N2 -0.795 1.015 1.541  -0.54
N3 -2.801 1.029 0.550  -0.34
H1 -1.573 0.948 -1.690  0.26
H2 -0.094 0.304 1.196  0.12
H3 -0.239 1.894 1.858  0.34
H4 -3.558 1.151 -0.172  0.27
H5 -3.070 0.520 1.358  0.27
H6 0.655 2.277 -0.099  0.26
H7 0.182 2.872 -1.573  0.37
H8 1.010 1.246 -1.466  0.24
C3 0.614 -1.780 0.339  -0.30
C4 0.667 -1.698 -1.202  -0.93
C5 1.889 -1.396 1.024  -1.04
H9 -0.208 -1.274 0.790  0.48
H10 0.387 -2.810 0.451  0.32
H11 1.215 -0.703 -1.312  0.06
H12 2.742 -1.593 0.329  0.36
H13 2.092 -0.321 1.236  0.27
H14 -0.191 -1.725 -1.923  0.30
H15 1.396 -2.469 -1.653  0.33
H16 2.088 -1.950 1.958  0.30



2.
ORCA calculation (ωB97M-V/def2-TZVPD) on a 2-piece molecular cluster, C5H16N3 overall.

## Properties
- net charge = +1
- Kohn-Sham gap (Ha) = 0.3985
- LUMO (eV) = -2.999

Last column: Mulliken charge in e.
CARTESIAN COORDINATES (ANGSTROEM)
C1 -2.126 -1.681 -0.070  -1.08
C2 -0.343 -0.555 -1.463  0.64
N1 -1.337 -0.486 -0.538  -0.11
N2 0.147 -1.790 -1.830  -0.37
N3 -0.088 0.642 -2.080  -0.34
H1 -1.662 0.367 -0.208  0.24
H2 -0.434 -2.632 -1.577  0.22
H3 0.942 -1.891 -2.461  0.24
H4 -0.106 1.526 -1.558  0.23
H5 0.477 0.679 -2.923  0.23
H6 -2.818 -1.840 -0.979  0.42
H7 -2.775 -1.523 0.848  0.29
H8 -1.651 -2.649 0.119  0.38
C3 0.949 0.782 1.933  0.11
C4 1.240 1.598 3.161  -0.94
C5 1.385 1.389 0.583  -1.34
H9 -0.124 0.329 1.862  0.05
H10 1.587 -0.140 1.971  0.19
H11 1.887 0.958 3.790  0.25
H12 1.673 2.560 2.842  0.30
H13 0.940 2.302 0.365  0.43
H14 1.597 0.604 -0.126  0.32
H15 0.263 1.868 3.744  0.27
H16 2.531 1.721 0.558  0.35



Which of them is least stable? Easy: 1.



1.
ORCA calculation (ωB97M-V/def2-TZVPD) on an isolated ion of composition C6H11N2OS and charge +1.

## Properties
- net charge = +1
- Kohn-Sham gap (Ha) = 0.3526
- LUMO (eV) = -4.328

Last column: Mulliken charge in e.
CARTESIAN COORDINATES (ANGSTROEM)
C1 2.723 0.261 -0.468  -0.10
C2 0.656 1.097 0.150  0.23
C3 2.425 -1.032 0.315  -0.68
C4 -0.144 -0.203 -0.080  0.55
C5 -1.934 -1.683 -0.420  -1.31
C6 -2.342 0.788 0.126  -0.88
N1 1.902 1.178 -0.566  -0.46
N2 -1.457 -0.316 -0.131  0.02
O1 0.091 2.375 -0.126  -0.54
S1 0.777 -1.670 0.001  -0.09
H1 3.697 0.495 -1.020  0.40
H2 1.029 1.174 1.280  0.25
H3 3.188 -1.868 0.189  0.41
H4 2.584 -0.923 1.320  0.41
H5 -2.867 -1.525 -1.080  0.29
H6 -1.250 -2.215 -0.927  0.57
H7 -2.120 -2.138 0.473  0.50
H8 -3.466 0.692 -0.197  0.31
H9 -2.503 0.833 1.251  0.32
H10 -1.747 1.626 -0.186  0.46
H11 0.758 3.052 0.095  0.36



2.
ORCA calculation (ωB97M-V/def2-TZVPD) on C6H11N2OS as an isolated structure.

## Properties
- net charge = +1
- Kohn-Sham gap (Ha) = 0.3515
- LUMO (eV) = -4.264

Last column: Mulliken charge in e.
CARTESIAN COORDINATES (ANGSTROEM)
C1 1.040 -1.373 0.993  0.34
C2 1.144 -2.273 -1.235  0.38
C3 -0.475 -0.450 -0.021  -0.53
C4 0.067 1.800 -1.076  -1.62
C5 -2.186 1.251 -0.134  -1.67
C6 -0.710 1.027 0.068  0.80
N1 1.728 -2.068 0.129  -0.15
N2 1.320 -0.779 2.117  -0.28
O1 1.679 -2.985 -2.007  -0.40
S1 -0.152 -1.109 -1.653  -0.02
H1 -1.268 -0.983 0.634  0.54
H2 1.158 1.707 -1.164  0.38
H3 0.098 2.834 -0.696  0.50
H4 -0.565 2.026 -1.981  0.40
H5 -2.278 2.293 -0.379  0.47
H6 -2.811 0.997 0.747  0.39
H7 -2.593 0.648 -0.948  0.39
H8 -0.263 1.505 1.059  0.25
H9 2.471 -2.736 0.271  0.30
H10 0.532 -0.262 2.596  0.29
H11 2.065 -1.070 2.681  0.24



Which of them is least stable? Easy: 1.



1.
ORCA calculation (ωB97M-V/def2-TZVPD) on an isolated molecule of C3H6F2O.

## Properties
- SMILES = COCC(F)F
- Kohn-Sham gap (Ha) = 0.4131
- LUMO (eV) = 1.013

Last column: Mulliken charge in e.
CARTESIAN COORDINATES (ANGSTROEM)
C1 -1.407 0.730 0.408  -0.75
O1 -1.028 -0.601 0.225  -0.37
C2 0.042 -0.704 -0.579  -0.48
C3 1.399 -0.327 0.041  0.24
F1 1.333 -0.355 1.390  -0.26
F2 1.835 0.891 -0.305  -0.25
H1 -1.753 0.776 1.406  0.28
H2 -2.179 0.950 -0.214  0.34
H3 -0.617 1.522 0.341  0.29
H4 0.112 -1.728 -0.956  0.35
H5 0.059 -0.125 -1.469  0.37
H6 2.206 -1.030 -0.288  0.23



2.
ORCA calculation (ωB97M-V/def2-TZVPD) on an isolated molecule of C3H6F2O.

## Properties
- SMILES = C[C@](O)(F)CF
- Kohn-Sham gap (Ha) = 0.4319
- LUMO (eV) = 0.867

Last column: Mulliken charge in e.
CARTESIAN COORDINATES (ANGSTROEM)
C1 1.474 -0.105 -0.006  -1.09
C2 -0.189 -0.488 0.160  0.91
O1 -0.354 -0.900 1.409  -0.51
F1 -0.624 -1.507 -0.680  -0.34
C3 -0.852 0.765 -0.467  -0.62
F2 -2.133 0.805 0.016  -0.33
H1 2.035 -1.125 -0.134  0.28
H2 1.509 0.635 -0.888  0.31
H3 1.766 0.359 0.873  0.36
H4 -1.273 -0.780 1.595  0.34
H5 -0.944 0.567 -1.536  0.34
H6 -0.414 1.774 -0.342  0.34



Which of them is least stable? Easy: 1.



1.
ORCA calculation (ωB97M-V/def2-TZVPD) on a 2-piece molecular cluster, C4H11NOS overall.

## Properties
- Kohn-Sham gap (Ha) = 0.1393
- LUMO (eV) = -2.759

Last column: Mulliken charge in e.
CARTESIAN COORDINATES (ANGSTROEM)
C1 1.485 -0.034 -0.478  -0.94
C2 -0.914 -0.015 1.020  -0.98
C3 -2.006 -1.291 -0.660  -1.00
C4 0.429 -1.028 -0.743  -0.31
N1 -0.811 -0.498 -0.296  -0.02
O1 3.365 3.359 0.722  -0.44
S1 1.944 3.701 0.790  0.17
H1 1.615 0.276 0.527  0.47
H2 2.249 0.150 -1.132  0.35
H3 -1.838 0.275 1.322  0.51
H4 -0.504 -0.616 1.770  0.35
H5 -0.281 0.965 0.936  0.09
H6 -2.755 -1.716 0.095  0.32
H7 -2.664 -0.617 -1.184  0.31
H8 -1.730 -2.151 -1.291  0.36
H9 0.787 -1.950 -0.288  0.30
H10 0.318 -1.267 -1.820  0.45
H11 1.312 2.458 0.711  0.03



2.
ORCA calculation (ωB97M-V/def2-TZVPD) on a 2-piece molecular cluster, C4H11NOS overall.

## Properties
- SMILES = CC(N)=O.CSC
- Kohn-Sham gap (Ha) = 0.3477
- LUMO (eV) = 0.715

Last column: Mulliken charge in e.
CARTESIAN COORDINATES (ANGSTROEM)
C1 2.905 -0.310 -0.535  -0.91
C2 2.115 -1.481 0.076  0.66
N1 0.832 -1.514 -0.411  -0.31
O1 2.565 -2.263 0.876  -0.61
H1 3.294 -0.530 -1.524  0.26
H2 3.671 0.088 0.126  0.31
H3 2.200 0.529 -0.600  0.25
H4 0.105 -2.182 -0.205  0.18
H5 0.643 -0.836 -1.109  0.16
C3 -1.554 1.704 1.442  -0.86
S1 -1.125 1.319 -0.293  -0.07
C4 -2.504 0.207 -0.730  -0.76
H6 -2.482 2.264 1.401  0.31
H7 -1.547 0.773 2.002  0.27
H8 -0.771 2.328 1.865  0.32
H9 -3.336 0.380 -0.047  0.29
H10 -2.168 -0.819 -0.583  0.18
H11 -2.843 0.343 -1.750  0.32



Which of them is least stable? Easy: 1.